Record 1
9
Properties=species:S:1:pos:R:3:forces:R:3:mulliken_charge:R:1 method="wB97M-V/def2-TZVPD" lumo_ev="-0.90 / -0.91" homo_ev="-9.41 / -10.09" e_tot_ha=-502.867455 max_force_ev_per_a=2.41 homo_lumo_gap_ev="8.51 / 9.17" relative_energy_ev=8.9209 charge=0
C -0.459 -0.178 0.548 0.560 2.256 -0.623 0.643
N -1.147 0.556 1.340 1.213 -1.696 -1.163 -0.391
N -0.076 -1.450 0.409 0.340 1.944 -0.688 -0.352
N 0.384 0.731 -1.257 -1.341 -0.767 0.824 0.020
F -1.105 1.896 0.946 -0.243 0.058 -0.047 -0.130
F 1.594 0.098 -1.585 -0.326 0.076 0.748 -0.196
F 0.749 1.995 -0.977 0.413 -0.096 0.192 -0.102
H -0.595 -2.150 0.901 0.279 -0.710 -0.246 0.232
H 0.656 -1.498 -0.325 -0.896 -1.065 1.002 0.276


Record 2
9
Properties=species:S:1:pos:R:3:forces:R:3:mulliken_charge:R:1 method="wB97M-V/def2-TZVPD" lumo_ev=-0.16 homo_ev=-11.14 e_tot_ha=-867.022341 max_force_ev_per_a=3.40 homo_lumo_gap_ev=10.98 relative_energy_ev=1.6746 charge=0
C -3.886 0.095 -0.628 0.718 2.494 -0.998 0.727
N -1.467 0.027 -0.562 3.380 -0.157 0.368 -0.446
O -4.265 -0.867 -1.140 -0.556 -1.576 -0.207 -0.371
F -3.766 0.358 0.644 -0.281 0.122 0.056 -0.147
F -3.601 1.227 -1.350 -0.505 -0.812 1.159 -0.225
F -0.313 -1.200 1.635 -0.109 0.116 -1.226 -0.323
S -0.458 -1.103 -0.093 -1.239 1.469 0.867 0.368
H 0.737 -0.460 -0.071 -0.009 -0.265 -0.210 0.180
H -0.918 0.948 -0.551 -1.399 -1.392 0.191 0.237


Record 3
9
Properties=species:S:1:pos:R:3:forces:R:3:mulliken_charge:R:1 method="wB97M-V/def2-TZVPD" lumo_ev=-0.30 homo_ev=-10.06 e_tot_ha=-1076.414544 max_force_ev_per_a=2.80 smiles="C=[P@]1(F)N=P1(F)F" homo_lumo_gap_ev=9.76 relative_energy_ev=0.5441 charge=0
C -0.732 -1.589 0.407 1.081 -0.692 -0.169 -0.639
P 0.604 -0.631 0.324 -1.580 -1.633 0.972 0.694
F 1.771 -1.280 1.052 0.835 -1.012 0.320 -0.192
N 0.986 0.824 0.110 -0.710 1.568 -1.118 -0.259
P -0.203 1.481 -0.893 1.427 1.883 -1.509 0.334
F 0.614 2.714 -1.629 0.004 -1.653 -0.042 -0.299
F -0.809 2.552 0.048 -1.243 0.364 1.537 -0.218
H -0.504 -2.655 0.545 0.066 0.554 0.189 0.245
H -1.727 -1.415 0.037 0.120 0.620 -0.179 0.334


Record 4
8
Properties=species:S:1:pos:R:3:forces:R:3:mulliken_charge:R:1 method="wB97M-V/def2-TZVPD" lumo_ev=-0.78 homo_ev=-11.17 e_tot_ha=-791.753257 max_force_ev_per_a=3.17 homo_lumo_gap_ev=10.39 relative_energy_ev=2.1208 charge=0
C -1.083 0.660 -0.229 -1.387 0.659 -2.776 -0.127
N -0.081 1.278 -0.676 1.062 0.138 -1.385 -0.312
F -0.775 0.676 -3.218 1.298 1.640 1.566 -0.229
F -1.645 2.605 -2.129 0.467 -0.847 0.209 -0.397
F 1.474 1.304 -2.725 -0.761 -0.863 0.859 -0.285
S -0.038 1.879 -2.284 -1.737 -0.082 -1.162 0.771
H -1.056 0.479 0.787 -0.081 -0.716 2.095 0.320
H -2.017 0.441 -0.829 1.140 0.071 0.595 0.258